Record 1
The following is a quantum chemistry calculation of a structure of composition C4H4O3, from the OMol25 dataset.

The geometry in XYZ format:
```
11
C4H4O3 (ωB97M-V/def2-TZVPD)
O 2.60079 -0.01533 -0.25587
O -1.00843 1.34331 0.23357
O -2.00155 0.54528 -0.27145
C -1.52272 -0.75766 -0.32408
C 0.37440 0.24523 0.45827
C -0.33354 -0.99316 0.07177
C 1.70020 0.79030 -0.20771
H 0.48555 0.40446 1.54248
H 0.18061 -1.86608 -0.01915
H 1.85236 1.73993 -0.61879
H -2.32768 -1.43629 -0.60903
```

## Properties
* HOMO level: -8.9 eV
* ΔE to the lowest compared entry with this formula, charge and spin: 128.14 kcal/mol
* net charge: 0
* frontier orbital gap: 0.346 Eh

Results of the Löwdin charge analysis, in e, for atoms 1 through 2: 0.063, -0.099

---

Record 2
The following is a quantum chemistry calculation of the molecule C4H9NO2, from the OMol25 dataset.

The geometry in XYZ format:
```
16
C4H9NO2 (ωB97M-V/def2-TZVPD)
O -0.70226 1.72097 -0.37872
O 0.46215 -0.85156 2.22336
N 2.19874 0.13492 1.16158
C -1.38382 0.64864 -1.00459
C 0.43932 -0.92074 -0.17036
C 1.01407 -0.53206 1.18610
C -1.07456 -0.62464 -0.23834
H -2.47192 0.81540 -1.01149
H 2.60134 0.45645 0.30408
H -0.90854 2.53030 -0.86029
H -1.05660 0.54088 -2.05312
H -1.59907 -1.45263 -0.72922
H 2.59862 0.43085 2.03743
H 0.60668 -2.00086 -0.26708
H -1.48120 -0.54090 0.78102
H 0.99005 -0.43547 -0.99031
```

## Properties
* HOMO level: -9.6 eV
* ΔE to the lowest compared entry with this formula, charge and spin: 14.37 kcal/mol
* net charge: 0
* frontier orbital gap: 0.382 Eh

Results of the Löwdin charge analysis, in e, for atoms 1 through 2: -0.063, 0.042

---

Record 3
The following is a quantum chemistry calculation of a structure of composition C17H16F5MoN3SSe4, from the OMol25 dataset.

The geometry in XYZ format:
```
47
C17H16F5MoN3SSe4 (ωB97M-V/def2-TZVPD)
Mo -0.26170 0.20399 -0.16930
Se -0.81661 -2.08172 -1.04455
Se -1.81814 0.35366 1.64403
Se -3.06053 -2.34189 -0.43684
Se -3.10911 -1.56411 1.74818
S 0.83505 2.14973 0.88808
F 1.38175 3.54840 3.48406
F 1.42087 -0.76258 1.53265
F 2.28417 2.50544 5.77377
F 2.79222 -0.15440 5.97603
F 2.35357 -1.77236 3.83165
N -3.60733 4.71440 -5.13975
N 2.03668 -1.31785 -1.70221
N 1.60376 0.02361 -1.43392
C 3.24430 -2.93783 -2.94970
C 2.52364 -0.80823 -4.04093
C -3.15271 2.04006 -2.91938
C -1.20122 1.39193 -1.63047
C 2.12249 -0.46308 3.74279
C -3.09067 4.00233 -4.40073
C -1.11440 3.31183 -3.12591
C -2.44225 3.10327 -3.47508
C -0.50866 2.46328 -2.21000
C 2.08352 1.71202 4.72398
C 4.38491 -0.78200 -2.35326
C 1.39772 1.44589 2.41038
C 1.65816 0.09494 2.57062
C 2.34246 0.35768 4.83270
C -2.53669 1.19849 -2.01177
C 3.06453 -1.43634 -2.76073
C 1.61602 2.23723 3.53208
H -3.10342 0.37398 -1.59641
H -0.56838 4.13949 -3.55911
H 2.30080 -3.39787 -3.24264
H 1.24822 0.39971 -2.31304
H 2.38866 -1.68158 -0.82150
H 5.13528 -0.90681 -3.13511
H 3.58070 -3.41056 -2.02357
H 1.49224 -1.12182 -4.21564
H -4.18496 1.88077 -3.20278
H 4.27216 0.29274 -2.18779
H 2.36805 0.63244 -1.13291
H 3.99151 -3.13514 -3.71891
H 2.56688 0.28353 -4.02177
H 4.77488 -1.23440 -1.43832
H 0.52282 2.66714 -1.93797
H 3.12289 -1.13513 -4.89060
```

## Properties
* HOMO level (spin up / spin down): -8.1 / -8.1 eV
* ΔE to the lowest compared entry with this formula, charge and spin: 0.00 kcal/mol
* spin multiplicity: 3
* net charge: 0
* frontier orbital gap (spin up / spin down): 0.206 / 0.241 Eh

Results of the Löwdin charge analysis, in e, for atoms 1 through 2: 0.656, 0.052